Record 1
Here is a 10-piece molecular cluster, C37H66O30 overall in a non-equilibrium geometry from the OMol25 dataset. Energies are from the ωB97M-V functional and the def2-TZVPD basis.

```
133
C37H66O30 (the ωB97M-V functional and the def2-TZVPD basis)
C 1.732 -0.767 -6.313
C 0.544 -1.630 -5.942
C 0.265 -2.781 -6.952
O 0.370 -3.920 -6.111
C 0.632 -3.608 -4.823
O 0.588 -4.437 -3.969
O 0.755 -2.290 -4.683
H 2.511 -1.456 -6.639
H 2.050 -0.102 -5.512
H 1.402 -0.107 -7.119
H -0.430 -1.159 -5.815
H 0.959 -2.694 -7.790
H -0.759 -2.814 -7.320
C -0.456 -4.389 -0.965
C -1.743 -4.897 -0.324
C -2.333 -3.771 0.589
O -3.477 -3.310 -0.121
C -3.729 -4.120 -1.137
O -4.672 -4.010 -1.864
O -2.699 -4.946 -1.390
H -0.716 -3.562 -1.631
H -0.083 -5.148 -1.653
H 0.361 -4.024 -0.345
H -1.720 -5.797 0.286
H -1.562 -3.016 0.722
H -2.637 -4.081 1.590
C -6.746 2.841 4.832
C -6.314 1.749 3.872
C -5.084 2.094 3.039
O -4.453 0.842 2.882
C -4.806 0.059 3.945
O -4.224 -0.937 4.211
O -5.825 0.594 4.623
H -5.907 3.141 5.454
H -7.720 2.585 5.238
H -6.949 3.725 4.215
H -7.113 1.386 3.226
H -4.443 2.813 3.554
H -5.435 2.475 2.080
C -4.498 1.012 -1.597
C -3.876 1.842 -0.472
C -2.379 2.081 -0.491
O -2.278 3.498 -0.370
C -3.469 4.085 -0.586
O -3.691 5.235 -0.777
O -4.462 3.139 -0.650
H -5.576 1.142 -1.514
H -4.166 -0.023 -1.530
H -4.227 1.366 -2.594
H -4.158 1.459 0.510
H -1.929 1.665 -1.392
H -1.949 1.631 0.399
C 3.880 -2.332 -3.140
O 4.625 -3.508 -3.449
C 5.772 -3.462 -4.069
O 6.559 -4.360 -4.082
O 5.995 -2.288 -4.664
C 7.186 -2.196 -5.458
H 4.462 -1.477 -2.794
H 3.150 -2.497 -2.355
H 3.407 -2.037 -4.076
H 8.086 -2.306 -4.862
H 7.216 -1.247 -5.987
H 7.103 -2.967 -6.221
C 0.734 -0.535 -1.979
O 0.844 -0.450 -0.544
C -0.288 -0.484 0.148
O -1.378 -0.725 -0.300
O 0.007 -0.457 1.445
C -1.120 -0.633 2.315
H -0.095 0.087 -2.298
H 0.619 -1.565 -2.313
H 1.712 -0.240 -2.353
H -1.516 -1.645 2.268
H -1.979 -0.050 1.977
H -0.861 -0.327 3.322
C 6.526 0.393 5.469
O 5.345 0.879 4.875
C 4.301 0.070 4.732
O 3.998 -0.840 5.450
O 3.728 0.389 3.550
C 2.491 -0.279 3.288
H 7.256 1.201 5.503
H 6.984 -0.508 5.068
H 6.366 0.236 6.542
H 2.692 -1.150 2.666
H 1.915 0.414 2.675
H 1.854 -0.497 4.141
C -1.024 3.170 -3.571
C -0.771 2.358 -4.832
O -1.034 0.967 -4.597
C -2.241 0.474 -4.576
O -3.262 0.932 -5.024
O -2.190 -0.724 -3.975
C -3.353 -1.517 -3.845
H -0.440 2.953 -2.677
H -2.088 3.193 -3.324
H -0.848 4.226 -3.800
H 0.235 2.418 -5.235
H -1.490 2.747 -5.555
H -4.113 -1.183 -3.146
H -2.940 -2.495 -3.603
H -3.920 -1.670 -4.769
C 4.369 1.760 -3.174
C 3.206 2.699 -3.432
O 2.364 2.856 -2.298
C 2.431 3.948 -1.551
O 3.278 4.792 -1.688
O 1.489 3.864 -0.626
C 1.180 4.981 0.168
H 4.092 0.836 -2.666
H 5.138 2.161 -2.514
H 4.777 1.591 -4.172
H 2.553 2.422 -4.264
H 3.577 3.651 -3.820
H 0.432 5.641 -0.273
H 2.055 5.595 0.393
H 0.789 4.676 1.137
C 1.126 1.114 10.814
C 0.922 -0.362 10.553
O -0.078 -0.461 9.499
C 0.345 -0.472 8.233
O 1.489 -0.533 7.864
O -0.719 -0.474 7.460
C -0.646 -0.115 6.103
H 0.259 1.768 10.826
H 1.737 1.532 10.007
H 1.745 1.187 11.713
H 0.476 -0.837 11.423
H 1.818 -0.876 10.216
H 0.345 -0.329 5.687
H -0.738 0.966 5.973
H -1.392 -0.698 5.572
```

The value obtained for the HOMO-LUMO gap is 10.793 eV. As for the spin multiplicity: 1. Its SMILES is C[C@H]1COC(=O)O1.C[C@H]1COC(=O)O1.C[C@H]1COC(=O)O1.C[C@H]1COC(=O)O1.CCOC(=O)OC.CCOC(=O)OC.CCOC(=O)OC.COC(=O)OC.COC(=O)OC.COC(=O)OC.

---

Record 2
Here is C37H67N8O3RbS2SeSi as an isolated structure from the OMol25 dataset. Energies are from the ωB97M-V functional and the def2-TZVPD basis.

```
120
C37H67N8O3RbS2SeSi (the ωB97M-V functional and the def2-TZVPD basis)
Rb 0.254 -0.944 -0.852
C 1.850 0.328 2.653
C 0.602 -0.496 2.968
C 0.063 -0.155 4.353
C 0.938 -1.982 2.897
O -0.385 -0.267 1.953
Si -1.478 0.996 1.810
S -2.326 0.887 -0.052
O -0.539 2.312 2.155
C -0.894 3.647 2.511
C -1.255 3.701 3.992
C -2.055 4.140 1.655
C 0.349 4.489 2.249
O -2.546 0.961 3.066
C -3.809 0.335 3.283
C -4.894 1.161 2.601
C -4.013 0.328 4.793
C -3.805 -1.093 2.746
H 2.615 0.135 3.411
H 1.614 1.392 2.641
H 2.245 0.040 1.675
H 0.813 -0.398 5.109
H -0.840 -0.730 4.559
H -0.184 0.903 4.431
H 1.698 -2.241 3.636
H 1.327 -2.243 1.910
H 0.044 -2.576 3.094
H -2.107 3.056 4.199
H -1.500 4.725 4.283
H -0.409 3.365 4.596
H -2.952 3.546 1.838
H -1.809 4.049 0.596
H -2.274 5.185 1.885
H 1.190 4.098 2.826
H 0.183 5.529 2.534
H 0.606 4.451 1.191
H -4.904 2.173 3.010
H -5.874 0.710 2.767
H -4.699 1.217 1.530
H -3.967 1.347 5.181
H -3.233 -0.260 5.280
H -4.985 -0.099 5.047
H -3.707 -1.083 1.660
H -4.734 -1.600 3.012
H -2.969 -1.653 3.172
C -3.285 -2.702 -1.128
N -1.942 -3.189 -0.845
C -1.711 -3.167 0.590
C -1.752 -4.511 -1.410
C -0.374 -5.103 -1.149
N 0.742 -4.209 -1.423
C 0.757 -3.777 -2.810
C 1.987 -4.879 -1.084
H -4.054 -3.315 -0.629
H -3.470 -2.738 -2.200
H -3.379 -1.670 -0.788
H -2.397 -3.842 1.130
H -1.868 -2.153 0.956
H -0.683 -3.453 0.813
H -1.932 -4.441 -2.488
H -2.499 -5.226 -1.019
H -0.293 -6.024 -1.756
H -0.295 -5.416 -0.106
H 0.794 -4.630 -3.511
H 1.627 -3.146 -2.993
H -0.135 -3.186 -3.022
H 2.127 -5.808 -1.663
H 1.990 -5.134 -0.024
H 2.833 -4.223 -1.283
C 7.076 1.231 1.813
C 5.680 1.233 1.215
N 5.253 -0.100 0.784
C 4.635 -0.404 -0.388
S 3.513 -1.651 -0.457
N 4.977 0.281 -1.500
C 6.279 0.871 -1.802
C 6.156 2.295 -2.320
H 7.342 2.230 2.158
H 7.818 0.906 1.084
H 7.127 0.554 2.667
H 5.620 1.909 0.365
H 4.960 1.595 1.956
H 4.930 -0.703 1.527
H 4.437 -0.017 -2.299
H 6.768 0.245 -2.553
H 6.899 0.823 -0.911
H 5.531 2.328 -3.212
H 7.138 2.691 -2.580
H 5.705 2.953 -1.576
C -2.209 1.332 -3.729
N -2.163 -0.059 -4.142
C -1.052 -0.740 -4.510
Se 0.694 -0.194 -4.485
N -1.471 -1.963 -4.930
C -2.848 -2.076 -4.827
C -3.730 -3.106 -5.105
C -5.069 -2.876 -4.827
C -5.505 -1.661 -4.291
C -4.619 -0.629 -4.021
C -3.285 -0.860 -4.306
H -1.209 1.742 -3.846
H -2.520 1.402 -2.686
H -2.907 1.872 -4.369
H -0.822 -2.654 -5.264
H -3.389 -4.051 -5.507
H -5.791 -3.657 -5.023
H -6.556 -1.525 -4.076
H -4.951 0.304 -3.586
N 2.572 7.018 -1.578
C 2.306 5.916 -1.399
C 1.982 4.528 -1.180
C 2.852 3.713 -0.467
C 2.502 2.384 -0.298
N 1.386 1.845 -0.774
C 0.537 2.651 -1.411
C 0.791 3.993 -1.650
H 3.771 4.108 -0.056
H 3.151 1.721 0.254
H -0.399 2.203 -1.719
H 0.075 4.607 -2.178
```

For the relative energy (zero: lowest compared OMol25 entry of this formula, charge and spin), the calculation gives 6.7 kcal per mole. The value obtained for the HOMO-LUMO gap is 7.283 eV. As for the spin multiplicity: 1.

---

Record 3
Here is a 6-piece molecular cluster, C37H67O9P overall in a non-equilibrium geometry from the OMol25 dataset. Energies are from the ωB97M-V functional and the def2-TZVPD basis.

```
114
C37H67O9P (the ωB97M-V functional and the def2-TZVPD basis)
C 1.062 3.221 -6.752
O 1.702 3.902 -5.684
C 0.797 4.312 -4.669
C 0.930 3.440 -3.359
C 1.721 2.140 -3.653
C 1.830 1.230 -2.386
C 1.880 -0.250 -2.870
C 1.656 -1.255 -1.722
C 2.942 -1.617 -0.937
C 4.049 -2.179 -1.874
C 4.738 -3.398 -1.218
C 5.770 -4.015 -2.216
C 7.238 -3.739 -1.886
C 8.180 -4.549 -2.385
P 7.850 -5.979 -3.511
O 8.695 -7.165 -3.256
C 9.654 -4.347 -2.054
O 10.486 -5.033 -2.530
C 10.061 -3.282 -1.083
C 9.137 -2.482 -0.592
C 7.696 -2.588 -1.021
O 6.982 -1.711 -0.672
H 0.169 2.680 -6.402
H 0.778 3.973 -7.512
H 1.733 2.505 -7.247
H -0.254 4.280 -4.998
H 1.026 5.358 -4.415
H -0.082 3.199 -3.005
H 1.423 4.060 -2.599
H 1.239 1.629 -4.496
H 2.747 2.429 -3.912
H 2.811 1.442 -1.935
H 0.995 1.380 -1.689
H 2.829 -0.387 -3.410
H 1.070 -0.386 -3.606
H 0.918 -0.862 -0.988
H 1.220 -2.187 -2.126
H 2.693 -2.315 -0.123
H 3.305 -0.690 -0.462
H 3.586 -2.514 -2.817
H 4.780 -1.390 -2.098
H 5.199 -3.164 -0.254
H 3.942 -4.137 -1.035
H 5.571 -3.725 -3.259
H 5.613 -5.101 -2.169
H 6.486 -6.342 -3.519
H 8.151 -5.484 -4.813
H 11.097 -3.152 -0.776
H 9.440 -1.701 0.105
C -3.099 -2.337 0.973
C -3.103 -1.211 1.990
C -1.659 -0.743 1.946
O -1.188 -0.981 0.612
C -2.136 -1.805 -0.077
H -4.084 -2.568 0.568
H -2.696 -3.245 1.428
H -3.767 -0.408 1.654
H -3.419 -1.521 2.985
H -1.033 -1.322 2.633
H -1.551 0.316 2.186
H -2.656 -1.181 -0.812
H -1.610 -2.601 -0.607
C -1.424 6.609 0.407
C -2.014 7.446 -0.718
C -1.141 7.046 -1.894
O -0.734 5.690 -1.664
C -1.058 5.324 -0.319
H -2.107 6.446 1.240
H -0.522 7.090 0.794
H -3.049 7.146 -0.902
H -2.000 8.518 -0.524
H -0.238 7.665 -1.948
H -1.666 7.113 -2.845
H -1.906 4.631 -0.351
H -0.208 4.810 0.135
C -4.918 -5.559 5.195
C -5.926 -4.427 5.319
C -5.124 -3.238 4.817
O -4.195 -3.746 3.851
C -4.176 -5.177 3.924
H -5.372 -6.548 5.141
H -4.234 -5.543 6.047
H -6.777 -4.612 4.657
H -6.307 -4.286 6.330
H -4.550 -2.774 5.627
H -5.750 -2.473 4.353
H -4.684 -5.568 3.035
H -3.144 -5.530 3.917
C -4.063 10.092 -5.292
C -5.223 9.899 -4.328
C -4.877 8.565 -3.687
O -3.448 8.471 -3.677
C -2.903 9.506 -4.504
H -3.899 11.129 -5.581
H -4.233 9.507 -6.200
H -5.215 10.690 -3.574
H -6.201 9.898 -4.809
H -5.268 7.728 -4.275
H -5.255 8.477 -2.666
H -2.448 10.258 -3.850
H -2.125 9.089 -5.146
C -2.878 -6.138 10.537
C -1.783 -7.049 10.005
C -2.264 -7.320 8.588
O -2.989 -6.157 8.170
C -3.225 -5.316 9.306
H -2.569 -5.525 11.383
H -3.741 -6.734 10.844
H -0.832 -6.512 9.981
H -1.646 -7.959 10.588
H -2.948 -8.175 8.556
H -1.443 -7.506 7.894
H -2.575 -4.439 9.218
H -4.263 -4.981 9.302
```

The value obtained for the HOMO-LUMO gap is 7.871 eV. As for the spin multiplicity: 1. Its SMILES is COCCCCCCCCCCC1=C([PH2]=O)C(=O)C=CC1=O.C1CCOC1.C1CCOC1.C1CCOC1.C1CCOC1.C1CCOC1.